Density functional theory data (the ωB97M-V functional and the def2-TZVPD basis) for a cluster of 2 separate species, C3H9N2O2 in total.

Calculated values
Energy above the lowest of the compared OMol25 structures with the same formula, charge and spin = 5.622 eV
Orbital gap = 0.360 hartree
Total charge = +1

Bonds (Å) are listed after each position.
Positions of all 16 atoms, in Å:
1 C 0.03706 1.74266 0.32215  N4 1.438, H8 1.141, H9 1.095, H10 1.141
2 C -3.50504 -1.01036 -0.59817  O6 1.210, H11 1.086, H13 1.090
3 C 2.98140 -0.94574 -0.30023  O7 1.470, H14 1.115, H15 1.154, H16 1.109
4 N -0.21944 0.32743 0.31557  C1 1.438, N5 1.272, H12 1.030
5 N 0.68083 -0.54928 0.11613  N4 1.272, O7 1.308
6 O -2.75709 -0.31994 0.05584  C2 1.210
7 O 1.84985 -0.02122 -0.13890  C3 1.470, N5 1.308
8 H -0.80964 2.24315 0.90048  C1 1.141
9 H 0.42644 2.00144 -0.66856  C1 1.095
10 H 0.96717 1.94424 0.95064  C1 1.141
11 H -4.49527 -0.58187 -0.72382  C2 1.086
12 H -1.23489 0.17913 0.40868  N4 1.030
13 H -3.06731 -1.92971 -0.98740  C2 1.090
14 H 3.22913 -0.92260 -1.38757  C3 1.115
15 H 2.64744 -2.04395 -0.18204  C3 1.154
16 H 3.90336 -0.61955 0.22294  C3 1.109